No. 1
168
Properties=species:S:1:pos:R:3 method="wB97M-V/def2-TZVPD" max_force_ev_per_a=6.93 homo_lumo_gap_ev=8.9 relative_energy_kj_mol=668.3 e_tot_ha=-4290.88489
O -2.3236 3.4680 -1.3307
C -2.2355 3.9656 -2.4247
O -3.3878 4.4195 -3.0472
C -3.0558 5.0980 -4.2159
C -1.6086 5.4573 -3.9992
C -1.0093 4.2894 -3.1692
H -3.7886 5.9049 -4.2103
H -3.2060 4.3837 -5.0255
H -1.3913 6.3728 -3.4490
H -1.0292 5.4001 -4.9207
H -0.3183 4.6575 -2.4109
H -0.5619 3.3681 -3.5422
O 1.1098 6.0227 1.8718
C 1.5196 5.0505 1.3166
O 0.6878 3.9813 0.9415
C 1.4233 3.0083 0.2712
C 2.9217 3.4265 0.5115
C 2.8573 4.9367 0.7085
H 1.2463 3.0287 -0.8041
H 1.1982 2.0080 0.6410
H 3.5685 3.1313 -0.3148
H 3.1526 2.8527 1.4091
H 2.7525 5.4609 -0.2414
H 3.7117 5.3066 1.2754
O 1.1446 -7.2156 1.7407
C 1.9427 -6.4000 1.3861
O 2.3660 -5.4534 2.2194
C 3.0760 -4.3791 1.5823
C 2.8933 -4.6503 0.0525
C 2.2949 -6.0741 -0.0244
H 4.1183 -4.3887 1.9010
H 2.5465 -3.5114 1.9758
H 3.7614 -4.3500 -0.5343
H 2.0644 -4.0212 -0.2721
H 3.0327 -6.7115 -0.5118
H 1.3978 -6.1204 -0.6417
O 1.7346 -2.2941 -6.8926
C 1.6517 -2.6138 -5.7219
O 0.5928 -2.4121 -5.0554
C 0.5404 -2.9451 -3.7098
C 1.8605 -3.7429 -3.6059
C 2.7273 -3.1422 -4.7455
H -0.3934 -3.4437 -3.4500
H 0.4790 -2.2148 -2.9030
H 1.7474 -4.8245 -3.6788
H 2.2513 -3.4685 -2.6261
H 3.1534 -3.9701 -5.3121
H 3.4233 -2.3216 -4.5708
O 0.0284 0.5933 -2.1163
C 0.0094 0.0202 -0.9887
O 0.8614 -1.0209 -0.6713
C 0.6459 -1.4343 0.6761
C -0.1802 -0.2240 1.2558
C -0.9206 0.3754 -0.0136
H 1.6104 -1.5702 1.1654
H 0.2058 -2.4312 0.6532
H 0.5666 0.4021 1.7441
H -0.8827 -0.5090 2.0390
H -0.9979 1.4538 0.1245
H -1.8138 -0.2057 -0.2428
O 2.5263 3.6379 -2.7310
C 2.5602 2.4571 -3.1439
O 2.3189 2.0311 -4.4535
C 2.8757 0.7062 -4.7089
C 3.4195 0.2889 -3.3476
C 3.1474 1.2850 -2.3660
H 3.8073 0.6644 -5.2733
H 2.0973 0.0284 -5.0593
H 4.4787 0.0823 -3.5014
H 3.0168 -0.6571 -2.9857
H 4.0240 1.6710 -1.8457
H 2.4864 1.0551 -1.5304
O -3.6804 -3.4042 0.0594
C -3.1167 -4.4418 0.4723
O -1.7628 -4.4292 0.6455
C -1.4155 -5.6347 1.2003
C -2.6142 -6.3689 1.7910
C -3.7552 -5.8014 0.8452
H -0.6812 -5.5589 2.0024
H -1.1376 -6.2988 0.3819
H -2.7099 -6.2946 2.8743
H -2.3142 -7.3885 1.5491
H -4.7278 -5.8089 1.3371
H -3.7973 -6.3603 -0.0897
O -7.1756 -1.0550 -1.0323
C -6.3285 -0.3525 -1.5247
O -5.1027 -0.7123 -1.7125
C -4.3367 0.2546 -2.4000
C -5.3014 1.5428 -2.4810
C -6.6429 1.0093 -2.1363
H -4.1040 -0.2090 -3.3586
H -3.4988 0.5714 -1.7790
H -5.3068 2.0180 -3.4620
H -4.8905 2.3499 -1.8745
H -7.3520 1.0201 -2.9640
H -7.0727 1.5755 -1.3099
O -2.7137 3.2433 -6.9808
C -2.0573 2.2130 -6.6807
O -0.9019 1.8171 -7.2866
C -0.3012 0.6930 -6.6814
C -1.2833 0.2344 -5.6316
C -2.2965 1.3470 -5.3983
H 0.5939 1.0913 -6.2036
H 0.1394 -0.0333 -7.3644
H -0.9023 0.3735 -4.6198
H -1.5935 -0.7557 -5.9656
H -2.0025 1.9700 -4.5535
H -3.3626 1.1368 -5.4838
O 3.9289 0.8623 5.3828
C 3.2650 1.7647 5.0579
O 3.6988 3.0288 4.7501
C 2.6082 3.7587 4.2149
C 1.4688 2.9077 3.9798
C 1.7529 1.7193 4.8955
H 3.0164 4.1196 3.2708
H 2.3782 4.6612 4.7812
H 1.3847 2.4086 3.0144
H 0.5188 3.3798 4.2303
H 1.3192 0.7617 4.6077
H 1.4206 1.9001 5.9178
O -3.9251 0.8808 0.7942
C -4.2359 0.0909 1.6703
O -3.5220 0.1265 2.7499
C -4.1193 -0.7044 3.7118
C -4.9929 -1.7545 2.9603
C -5.3306 -0.9869 1.7800
H -4.6468 -0.0730 4.4267
H -3.3310 -1.1949 4.2829
H -5.8208 -1.9437 3.6436
H -4.6879 -2.7900 2.8091
H -6.3031 -0.5277 1.9575
H -5.4415 -1.6668 0.9353
O -1.4702 6.4771 3.5621
C -2.0411 5.6050 2.9504
O -2.3400 4.4044 3.5077
C -2.9909 3.5489 2.4902
C -3.3578 4.5105 1.3836
C -2.4390 5.6797 1.4932
H -3.9174 3.1227 2.8751
H -2.2480 2.8877 2.0441
H -4.3324 4.9953 1.4395
H -3.5644 4.0326 0.4260
H -2.8629 6.6292 1.1663
H -1.4888 5.5103 0.9866
O 3.5437 0.4576 0.7015
C 4.4226 -0.1011 1.3528
O 5.7895 0.0343 1.0479
C 6.7299 -0.6324 1.9601
C 5.7554 -1.0718 3.1177
C 4.2996 -0.9291 2.6344
H 7.4788 0.0927 2.2787
H 7.1692 -1.5352 1.5358
H 5.8901 -0.5185 4.0471
H 6.0085 -2.1129 3.3181
H 3.6251 -0.3251 3.2413
H 4.0281 -1.9691 2.4535
O -0.0484 -2.8259 3.5098
C 0.8095 -2.7443 4.4482
O 1.5895 -1.6883 4.5846
C 2.7584 -2.0158 5.3830
C 2.8787 -3.4443 5.4752
C 1.3688 -3.8281 5.4200
H 2.9007 -1.5914 6.3768
H 3.6624 -1.6478 4.8978
H 3.3066 -3.7933 6.4150
H 3.5560 -3.9133 4.7615
H 0.9077 -3.7345 6.4033
H 1.1947 -4.8773 5.1814

---

No. 2
68
Properties=species:S:1:pos:R:3 method="wB97M-V/def2-TZVPD" max_force_ev_per_a=5.26 s2=6.0398 homo_lumo_gap_ev="6.3 / 4.8" total_charge=+4 multiplicity=5 relative_energy_kj_mol=250.8 e_tot_ha=-2494.80047
Os -0.0039 0.2067 0.1519
P -1.5728 1.6959 0.3044
P -2.0457 -1.9341 1.6890
P 1.9565 1.2773 -0.4833
H 0.1035 -2.7788 -0.8372
C 1.1066 -2.5890 -0.3964
C 1.3936 -2.5482 0.8976
H 0.6375 -2.7190 1.6901
C -2.6375 1.7921 -1.1369
C -2.6347 1.6013 1.7432
C -0.7318 3.3052 0.5377
C -1.6800 -3.6884 1.3428
C -2.2970 -1.7931 3.4543
C -3.6397 -1.6875 0.8294
C 3.4051 0.2670 -0.9838
C 2.7150 2.3436 0.7929
C 1.7918 2.4365 -1.8930
H 1.8403 -2.2239 -1.1337
H 2.3271 -2.0608 1.2224
H -3.2837 2.6602 -0.9875
H -3.2233 0.8680 -1.1922
H -2.0396 1.8964 -2.0502
H -3.2939 2.4668 1.6881
H -2.0110 1.6521 2.6366
H -3.2053 0.6752 1.7426
H -1.5310 4.0526 0.4948
H 0.0218 3.4877 -0.2419
H -0.2579 3.2863 1.5324
H -2.5857 -4.3028 1.4749
H -0.9017 -4.0642 2.0177
H -1.3218 -3.7972 0.3031
H -3.1611 -2.3644 3.8007
H -2.4296 -0.7502 3.7193
H -1.4057 -2.1588 3.9614
H -4.2920 -2.5737 0.9735
H -3.4696 -1.5658 -0.2519
H -4.1881 -0.8133 1.1972
H 3.9253 0.7774 -1.8017
H 3.1161 -0.7360 -1.3164
H 4.0935 0.1731 -0.1309
H 3.2747 3.1447 0.2962
H 3.3981 1.7551 1.4076
H 1.9492 2.7939 1.4300
H 2.1221 1.9757 -2.8250
H 2.4114 3.3085 -1.6982
H 0.7684 2.7823 -2.0408
C 0.5220 -0.6912 -3.6243
C 0.1308 -0.0621 -4.8213
C 0.4624 -0.5885 -6.0555
C 1.1713 -1.7954 -6.1247
C 1.5563 -2.4486 -4.9608
C 1.1891 -1.9174 -3.7247
S 0.0263 0.1163 -2.1563
H -0.8537 -0.9792 1.5102
H -0.4264 0.8566 -4.7357
H 0.1488 -0.0804 -6.9743
H 1.4315 -2.2019 -7.0885
H 2.1135 -3.3790 -5.0153
H 1.4298 -2.4837 -2.8398
N 0.6641 2.4420 4.8940
N 0.6458 1.3386 4.0960
N 1.7133 0.4796 4.1544
C 1.6516 -0.1221 2.9717
N 0.6471 0.3923 2.1737
N 0.0732 1.4096 2.8817
H -0.2509 2.8495 4.9714
H 1.0877 2.2329 5.7948
H 2.3531 -0.9005 2.7427